[1]
C19H21Cl4O6 | the ωB97M-V functional and the def2-TZVPD basis

Geometry as XYZ:
```
50
Properties=species:S:1:pos:R:3:forces:R:3
Cl -0.67052 0.12535 2.81006 -0.2 0.0 0.7
C 0.28302 -1.14982 2.18775 -2.2 -1.4 -0.2
C -0.36391 -2.32059 1.81868 0.5 0.2 0.7
Cl -2.02003 -2.32021 1.43061 -0.3 0.0 0.2
C 0.25033 -3.64124 1.98077 -0.4 -0.4 -0.1
O -0.38751 -4.68341 2.05417 0.7 0.9 -0.2
C 1.79482 -3.66447 2.12096 -0.1 -1.1 -0.2
O 2.41048 -4.72061 2.10557 -0.7 1.5 0.0
C 2.41722 -2.34799 2.34095 -0.7 1.3 0.3
Cl 4.09914 -2.38081 2.53558 0.6 0.1 0.2
C 1.67282 -1.19693 2.52550 2.1 -1.4 -0.1
Cl 2.40977 0.18607 3.22300 0.0 -0.2 -0.2
C -3.67381 3.06880 0.80617 -0.2 0.3 0.4
C -3.26483 1.97554 -0.13450 0.4 -0.1 0.3
O -1.91354 1.64348 0.24651 -0.8 0.3 -0.2
C -1.46896 0.50680 -0.31682 0.8 -1.5 -0.5
C -0.03286 0.19225 -0.13515 -0.4 1.7 0.0
C 0.58939 -0.67777 -1.19760 0.1 0.0 0.1
C -0.26241 -1.89989 -1.48260 -0.5 -0.1 -0.2
C 0.22062 -2.75282 -2.64422 0.2 0.1 0.4
C 0.40675 -1.91732 -3.90892 -0.1 -0.1 -0.1
C 1.28313 -0.69116 -3.66964 0.1 0.2 0.2
C 0.83078 0.14818 -2.48061 -0.1 0.0 0.4
C 0.89056 1.23616 0.35081 -0.5 -1.8 -1.4
O 2.08778 1.24543 0.05706 -0.1 0.3 0.5
O 0.34836 2.15413 1.16043 1.1 0.8 0.2
C 1.33105 3.08358 1.64668 -0.2 -0.3 -0.2
C 0.56666 4.02309 2.52126 -0.1 0.6 0.1
O -2.26235 -0.19641 -0.96081 0.1 1.3 0.5
H -4.62292 3.49559 0.48080 0.0 0.1 0.0
H -3.81275 2.66394 1.81491 0.1 0.1 -0.1
H -2.91484 3.85624 0.85326 -0.1 -0.1 -0.1
H -3.90698 1.09430 -0.02435 0.1 0.2 -0.2
H -3.28325 2.31595 -1.18204 0.1 -0.2 0.2
H 1.55489 -0.98856 -0.77080 0.1 -0.1 -0.3
H -0.34180 -2.47305 -0.55574 0.0 -0.2 -0.3
H -1.27284 -1.52531 -1.69642 0.6 -0.6 -0.1
H 1.16741 -3.22346 -2.35597 0.1 -0.1 -0.2
H -0.51128 -3.54974 -2.81214 0.2 0.0 -0.1
H 0.84945 -2.53322 -4.69688 0.0 0.0 -0.1
H -0.57974 -1.60390 -4.27445 0.0 0.1 0.1
H 2.31378 -1.01373 -3.47950 0.0 -0.1 -0.1
H 1.30292 -0.04368 -4.55193 0.1 -0.2 -0.1
H -0.11357 0.66401 -2.71184 0.1 -0.1 -0.1
H 1.57604 0.91474 -2.23445 -0.2 -0.1 -0.2
H 2.10136 2.54430 2.21486 -0.2 0.2 -0.4
H 1.78866 3.58490 0.78092 0.1 -0.1 0.4
H 1.26504 4.60868 3.11581 0.0 0.2 0.1
H -0.02483 4.70804 1.90838 -0.1 0.0 0.1
H -0.10670 3.47655 3.18591 0.1 0.0 0.0
```
Forces are in eV/Å.

- Total energy: -82418.521 eV
- ΔE to the lowest compared entry with this formula, charge and spin: 0.000 eV
- HOMO energy: -3.92 eV
- Maximum force: 2.61 eV/A
- Net charge: -1

=====

[2]
C19H21CrN8O2S | the ωB97M-V functional and the def2-TZVPD basis

Geometry as XYZ:
```
52
Properties=species:S:1:pos:R:3:forces:R:3
Cr -14.93920 -7.54070 2.44858 0.4 0.8 -0.1
O -15.32666 -12.42341 0.11491 -1.3 -0.1 0.2
C -16.51405 -12.16452 0.63144 1.5 -0.5 -0.7
C -17.48659 -13.14089 0.40681 -1.8 -0.7 0.0
C -18.76947 -12.97697 0.89200 0.9 -0.8 -0.9
C -19.14110 -11.82687 1.60863 0.0 -0.1 0.2
C -18.19276 -10.86842 1.86542 1.5 0.7 -0.1
C -16.85908 -11.00303 1.38668 -1.7 0.1 0.6
C -15.88975 -9.99706 1.65254 1.3 2.6 0.9
O -16.15647 -8.95845 2.42579 -1.2 -3.0 -0.9
N -14.68575 -10.08299 1.07601 -0.9 -1.1 -0.2
N -13.96030 -9.05205 1.49215 0.3 1.4 0.3
C -12.72115 -8.86515 1.24233 0.4 -0.5 -0.2
C -12.09982 -7.86528 2.08960 0.3 0.6 1.3
C -10.73407 -7.63454 2.10615 -0.2 -0.2 -0.2
C -10.18495 -6.90860 3.15384 0.1 0.2 0.4
C -11.00177 -6.44378 4.18177 0.4 -0.1 -0.6
C -12.37128 -6.66143 4.07918 0.0 -0.6 -0.9
N -12.91980 -7.33961 3.05553 0.6 0.2 0.3
H -14.70065 -11.67559 0.23133 0.1 0.5 0.4
H -17.22508 -14.00073 -0.19504 0.1 0.0 0.1
H -19.50363 -13.74492 0.68057 0.0 0.0 0.1
H -20.15584 -11.73191 1.96704 0.0 0.1 0.0
H -18.43114 -9.97434 2.43257 0.1 -0.1 -0.1
H -12.11475 -9.50571 0.60445 -0.1 0.1 -0.1
H -10.10836 -8.06033 1.32869 0.0 0.1 0.1
H -9.11153 -6.74022 3.19371 -0.2 0.0 0.0
H -10.56548 -5.91442 5.02343 -0.2 -0.1 -0.1
H -13.03914 -6.29536 4.83839 -0.2 0.0 0.1
N -19.82059 -6.06881 0.98666 -0.7 0.2 -0.1
C -18.92743 -6.10869 1.97691 0.7 -0.2 0.6
C -17.56913 -6.42400 1.77952 0.2 0.0 0.1
N -16.74252 -6.54585 2.81333 -0.1 0.2 0.0
C -17.19991 -6.36723 4.05214 -0.3 0.2 0.2
C -18.52243 -5.99111 4.22740 0.0 0.1 0.1
N -19.35359 -5.85293 3.21425 -0.5 0.0 0.0
H -19.59790 -6.29761 0.03910 0.1 0.1 -0.1
H -20.77060 -5.81368 1.22940 0.3 -0.1 -0.2
H -17.15028 -6.59400 0.79742 0.0 0.1 -0.1
H -16.51172 -6.50832 4.87431 -0.1 0.0 0.1
H -18.93860 -5.77224 5.20500 0.2 -0.1 0.0
C -14.04651 -3.15564 4.41664 0.0 0.0 -0.5
N -14.31994 -4.24405 3.47477 -0.4 0.0 0.2
C -14.20253 -4.18444 2.14830 0.2 -0.4 -0.6
N -13.84445 -3.02679 1.60359 0.2 0.3 -0.2
S -14.41082 -5.56190 1.09541 0.2 0.7 0.3
H -14.13115 -3.55836 5.41979 0.0 0.0 0.1
H -14.75323 -2.32850 4.31320 0.0 0.0 0.0
H -13.02894 -2.79731 4.25875 0.0 0.0 0.1
H -14.92599 -4.97829 3.79640 0.1 -0.2 0.1
H -13.81737 -2.16698 2.14222 0.0 -0.3 -0.2
H -13.66062 -2.97269 0.60689 -0.1 -0.1 0.4
```
Forces are in eV/Å.

- Spin multiplicity: 4
- Total energy: -75301.695 eV
- ΔE to the lowest compared entry with this formula, charge and spin: 3.020 eV
- HOMO energy (alpha / beta): -13.61 / -12.49 eV
- Maximum force: 3.33 eV/A
- Expectation value of S²: 3.861
- Net charge: +2

=====

[3]
C19H21ErO2 | the ωB97M-V functional and the def2-TZVPD basis

Geometry as XYZ:
```
43
Properties=species:S:1:pos:R:3:forces:R:3
C 0.55502 -2.12768 1.54194 -0.1 -0.6 -0.7
C -0.71771 -2.60558 1.09496 0.7 -0.3 -0.4
C -0.75807 -2.48553 -0.33189 0.5 0.1 0.6
H -1.49393 -3.06311 1.71317 0.3 0.4 -0.2
C 0.48184 -1.91826 -0.76380 0.3 -0.4 0.3
C 1.29970 -1.71183 0.39507 -0.5 -0.5 0.0
H 2.31510 -1.32141 0.43278 -0.3 -0.1 -0.2
H 0.93137 -2.14078 2.56745 -0.3 0.1 -0.4
H -1.58127 -2.80493 -0.96985 0.2 0.1 0.2
H 0.76257 -1.71907 -1.79583 -0.1 0.0 0.3
C -0.82945 2.63425 0.13923 0.4 -0.7 0.4
C -0.41125 2.52191 1.49987 0.5 0.3 -0.6
C 0.87748 1.91545 1.52096 -0.3 0.2 -0.7
H -0.95432 2.89142 2.37294 0.2 -0.3 -0.4
C 1.25734 1.63389 0.16565 -0.3 0.4 0.1
C 0.18387 2.05012 -0.69176 0.3 0.3 0.3
H 0.14948 2.01350 -1.78512 0.2 0.0 0.5
H -1.75343 3.09734 -0.21296 0.3 -0.2 0.1
H 1.49397 1.74101 2.40608 -0.3 0.0 -0.4
H 2.22006 1.21221 -0.12523 -0.4 0.1 -0.1
Er -0.60614 -0.06185 0.57416 -0.2 1.1 0.2
O -0.08974 -0.19494 -3.74364 -0.7 -0.8 -1.4
C -1.36197 -0.73782 -4.18000 1.5 -0.1 -0.6
C -0.12710 -0.96990 -5.01398 -0.8 0.1 1.9
H -1.73000 -1.56981 -3.57733 -0.1 0.3 -0.1
H -2.08220 -0.01517 -4.57358 0.1 -0.2 0.3
H 0.33490 -1.96265 -4.93070 -0.1 0.5 0.0
H 0.97651 -1.91962 -7.29886 -0.1 0.4 -0.1
C 0.64294 -0.88036 -7.40170 -0.4 0.4 0.9
C 0.08645 -0.23147 -6.26894 0.1 0.4 -1.0
C -0.32856 1.10853 -6.37370 0.3 -0.5 -0.2
H -0.73860 1.61377 -5.49712 0.2 -0.1 -0.3
C -0.19430 1.77808 -7.58719 0.1 -0.1 0.0
H -0.50031 2.81679 -7.64767 0.0 -0.1 -0.1
C 0.33086 1.13635 -8.71237 0.0 -0.4 0.3
H 0.42002 1.66492 -9.66262 0.0 -0.1 0.3
C 0.73970 -0.20150 -8.61265 0.0 0.3 0.0
H 1.14962 -0.71600 -9.48100 -0.1 0.2 0.2
C -1.56912 -0.03701 3.76835 0.0 -0.2 -0.8
O -1.38625 -0.04144 2.37649 -1.0 0.1 1.6
H -1.35115 -1.03697 4.15488 -0.1 0.0 0.3
H -2.60505 0.22482 4.01820 0.1 0.0 0.1
H -0.89428 0.67355 4.26250 0.0 0.0 -0.1
```
Forces are in eV/Å.

- Spin multiplicity: 4
- Total energy: -51758.314 eV
- ΔE to the lowest compared entry with this formula, charge and spin: 0.000 eV
- HOMO energy (alpha / beta): -7.81 / -7.84 eV
- Maximum force: 2.05 eV/A
- Expectation value of S²: 3.753

=====

[4]
C19H21F3N2O3S | the ωB97M-V functional and the def2-TZVPD basis

Geometry as XYZ:
```
49
Properties=species:S:1:pos:R:3:forces:R:3
C -4.28131 -4.58787 -0.61896 0.0 -0.1 -0.1
O -4.58508 -3.52912 0.25056 0.0 0.3 0.2
C -4.01030 -2.30607 0.00150 -0.1 0.0 0.1
C -3.16665 -2.01766 -1.06162 -0.1 -0.3 0.1
C -2.64500 -0.74641 -1.21937 0.1 0.2 0.1
C -2.93320 0.27672 -0.31497 -0.2 -0.3 -0.2
N -2.43937 1.55070 -0.49663 0.3 0.4 0.2
C -2.60860 2.58210 0.50494 -0.2 0.0 0.1
C -1.71165 3.72220 0.02732 0.0 -0.1 -0.1
C -0.56488 2.99211 -0.67508 0.0 -0.2 0.1
C 0.48683 2.51869 0.33699 -0.4 0.3 0.2
N 1.52670 1.69781 -0.24345 -0.1 -0.8 -0.1
S 1.35768 0.03358 -0.21117 0.9 0.3 0.1
O 0.32641 -0.31598 0.71481 0.0 0.2 0.2
O 1.32289 -0.47209 -1.55287 0.2 0.1 0.0
C 2.94387 -0.39341 0.50778 -0.4 -0.1 -0.2
C 3.04593 -0.56473 1.87425 -0.1 0.0 0.1
C 4.28025 -0.85069 2.43593 0.0 0.0 -0.1
C 5.40092 -0.95599 1.62840 0.0 0.0 -0.2
C 5.28052 -0.77856 0.25507 0.0 0.1 0.0
C 6.48971 -0.91866 -0.63029 0.2 -0.1 -0.1
F 6.63477 -2.17308 -1.09271 -0.1 -0.2 0.0
F 7.63287 -0.61944 0.00484 0.0 0.1 0.3
F 6.43225 -0.12274 -1.70748 -0.2 0.2 -0.1
C 4.04515 -0.50113 -0.31599 0.2 -0.1 0.0
C -1.28728 1.81424 -1.33468 0.1 0.1 -0.4
C -3.79658 -0.02317 0.74498 0.1 0.1 0.0
C -4.32232 -1.28755 0.89738 0.0 -0.3 -0.1
H -4.61998 -4.38249 -1.64073 0.0 0.0 0.0
H -3.20766 -4.80535 -0.63206 0.0 0.0 0.0
H -4.81813 -5.45315 -0.23160 0.1 0.0 -0.1
H -2.90222 -2.77287 -1.78525 0.0 -0.1 0.0
H -2.00177 -0.56299 -2.06466 0.1 0.0 -0.1
H -3.65790 2.88883 0.56297 0.1 0.0 0.1
H -2.29710 2.23253 1.49999 -0.1 0.0 0.0
H -1.37061 4.35182 0.84709 0.0 0.1 0.0
H -2.24601 4.34234 -0.69260 0.0 0.1 0.0
H -0.07296 3.62493 -1.41941 0.0 0.0 0.0
H 0.02056 1.89687 1.10171 -0.1 0.2 0.1
H 0.95809 3.38447 0.81557 -0.1 -0.1 0.0
H 1.84367 2.01433 -1.14682 0.1 -0.1 -0.2
H 2.15229 -0.48404 2.47228 -0.1 0.0 0.2
H 4.37293 -0.99250 3.50123 0.0 0.0 0.1
H 6.36711 -1.17360 2.05762 0.1 0.0 0.0
H 3.92774 -0.38005 -1.38123 0.1 0.0 -0.1
H -0.63846 0.93783 -1.40743 -0.2 0.1 -0.2
H -1.61502 2.08477 -2.34866 0.2 -0.1 0.0
H -4.06492 0.73531 1.46273 0.0 0.1 0.1
H -4.98415 -1.51078 1.71977 -0.1 0.0 0.1
```
Forces are in eV/Å.

- Total energy: -48154.079 eV
- SMILES string: COc1ccc(N2CC[C@@H](CNS(=O)(=O)c3cccc(C(F)(F)F)c3)C2)cc1
- ΔE to the lowest compared entry with this formula, charge and spin: 0.573 eV
- HOMO energy: -6.98 eV
- Maximum force: 0.99 eV/A

=====

[5]
C19H21F3N4O3 | the ωB97M-V functional and the def2-TZVPD basis

Geometry as XYZ:
```
50
Properties=species:S:1:pos:R:3:forces:R:3
O -3.46711 2.61737 -1.36007 0.2 -1.0 -0.6
N -2.60156 1.76377 -2.10861 1.7 0.2 0.1
C -1.21831 1.85753 -2.02384 -1.0 2.6 1.9
N -0.76356 2.91273 -1.38704 -1.4 -1.4 -1.1
C 0.57382 3.04322 -1.05639 0.8 -0.1 0.2
C 1.28377 4.15544 -1.51471 0.6 0.1 0.2
C 2.62014 4.34797 -1.14545 -0.4 -0.5 0.2
C 3.24718 3.43023 -0.29633 -0.2 0.0 -0.1
C 2.54065 2.31971 0.17667 -0.3 0.4 -0.4
C 1.20761 2.12813 -0.20422 0.6 0.2 0.1
C -0.42981 0.75781 -2.59260 0.2 -1.2 -0.7
C -0.74765 -0.55477 -2.22186 0.0 0.1 -0.1
C -0.04886 -1.63503 -2.75434 0.2 0.3 -0.2
C 0.96374 -1.41618 -3.68734 0.0 0.2 0.0
C 1.29855 -0.11252 -4.09091 -0.9 0.4 0.8
C 2.39186 0.07345 -5.12484 -0.7 0.1 0.6
F 3.56741 -0.38009 -4.61590 -0.4 0.3 -0.8
F 2.54000 1.37526 -5.48825 0.1 -1.1 0.1
F 2.08383 -0.65004 -6.23448 0.7 0.5 0.4
C 0.60214 0.97446 -3.52188 0.2 -0.3 -0.3
H -2.94967 3.35335 -0.96603 0.6 -0.8 -0.7
H -2.98366 0.96224 -2.60950 -0.6 0.8 0.6
H 0.78404 4.87242 -2.15753 0.0 -0.1 0.0
H 3.16582 5.21235 -1.51249 -0.1 -0.1 0.0
H 4.28293 3.57988 -0.00612 -0.1 0.0 0.0
H 3.02633 1.60766 0.83712 -0.1 0.1 -0.1
H 0.65603 1.27082 0.16694 0.0 0.0 0.0
H -1.53536 -0.74468 -1.49725 0.2 0.0 -0.1
H -0.29856 -2.64360 -2.43473 0.1 0.2 0.0
H 1.49499 -2.26850 -4.10400 0.0 0.2 0.0
H 0.84604 1.99614 -3.80467 0.0 -0.2 0.0
C -1.82899 -0.41223 3.49128 0.0 -0.4 -0.2
N -1.68231 -0.95497 2.14174 -0.2 0.7 1.0
C -0.87924 -1.92706 1.68579 -0.1 -0.5 -0.7
O -0.86404 -2.13791 0.47969 0.4 -0.4 0.1
C 0.03632 -2.78622 2.58464 -0.5 0.1 0.5
N -0.33063 -2.95515 3.99684 1.3 0.9 -0.7
C -1.41715 -3.61246 4.40209 -1.6 -1.0 0.2
C -1.58449 -3.78553 5.89358 0.1 0.0 -0.1
O -2.25739 -4.05942 3.63585 0.4 0.2 -0.3
H -2.46766 -1.06840 4.08485 0.0 0.1 0.2
H -0.85618 -0.30627 3.97222 -0.1 0.0 0.0
H -2.29943 0.57118 3.43946 0.1 -0.1 -0.1
H -2.25232 -0.53492 1.42332 0.1 -0.1 -0.1
H 0.09520 -3.77446 2.12672 -0.1 0.2 -0.2
H 1.03136 -2.34553 2.54274 0.0 0.0 0.0
H 0.30942 -2.62184 4.69791 0.0 0.0 -0.1
H -1.64456 -2.80997 6.37092 0.1 0.0 0.2
H -2.50251 -4.34140 6.08240 0.1 0.1 -0.1
H -0.73818 -4.34394 6.28862 0.1 0.1 0.2
```
Forces are in eV/Å.

- Total energy: -40298.614 eV
- SMILES string: ON/C(=N/c1ccccc1)c1cccc(C(F)(F)F)c1.CNC(=O)CNC(C)=O
- ΔE to the lowest compared entry with this formula, charge and spin: 2.083 eV
- HOMO energy: -8.10 eV
- Maximum force: 3.40 eV/A

=====

[6]
C19H21FIrO2S4 | the ωB97M-V functional and the def2-TZVPD basis

Geometry as XYZ:
```
48
Properties=species:S:1:pos:R:3:forces:R:3
Ir 0.05833 0.74316 0.75837 0.0 0.2 0.1
C 2.37632 -1.62487 1.45915 0.1 0.1 0.1
C 2.44689 -0.59897 2.57616 0.1 -0.1 0.0
S 0.87595 0.24566 2.90697 0.2 -0.1 -0.1
C -0.15254 -1.14080 3.51546 0.1 0.0 0.2
C -1.51835 -1.08520 2.88629 -0.3 0.1 0.0
S -1.45309 -0.84079 1.08988 0.0 -0.2 -0.2
C -0.64573 -2.40670 0.56182 -0.2 -0.1 0.1
C 0.45052 -2.20841 -0.45982 0.4 -0.3 0.5
S 1.64819 -0.91573 -0.04894 -0.1 0.1 -0.1
H 1.80366 -2.50248 1.75320 0.0 0.0 0.0
H 3.37967 -1.96078 1.19770 0.0 0.0 0.1
H 3.13796 0.20498 2.32027 0.0 0.0 0.0
H 2.79855 -1.04487 3.50727 0.0 0.0 0.0
H -0.23567 -1.02720 4.59537 0.0 0.0 0.0
H 0.36288 -2.07673 3.30528 0.0 0.0 0.0
H -2.08537 -0.21680 3.23922 0.0 -0.1 0.0
H -2.10021 -1.98647 3.08211 0.0 0.0 0.0
H -1.43808 -3.01496 0.12310 0.0 0.0 0.1
H -0.28022 -2.92624 1.44774 0.0 0.0 0.0
H 0.07518 -1.90899 -1.41435 -0.4 0.2 -0.7
H 0.99388 -3.14780 -0.59509 0.0 0.1 0.0
F -4.23302 4.65073 2.98960 0.0 0.0 0.0
C -3.30348 3.81505 2.50639 0.1 -0.1 0.0
C -2.27520 3.39799 3.33087 -0.1 0.0 0.0
C -1.32003 2.52593 2.82271 0.1 0.3 0.3
C -1.36968 2.07685 1.50494 0.3 -0.2 -0.3
C -2.43211 2.51440 0.71445 -0.3 0.0 0.1
C -3.39891 3.38524 1.19823 0.0 0.0 0.1
H -2.22035 3.75857 4.34884 0.0 0.0 0.0
H -0.50480 2.24606 3.48632 -0.2 0.1 -0.1
H -2.53129 2.16664 -0.30402 -0.1 0.0 0.0
H -4.21830 3.72046 0.57722 0.0 0.0 0.0
O 2.77437 -1.20852 -6.47490 -0.1 -0.1 0.0
C 1.77220 -1.63202 -5.67568 0.1 0.0 0.0
O 1.29293 -2.72080 -5.80968 0.0 0.1 0.0
C 1.32395 -0.68611 -4.59904 -0.1 0.0 0.0
C 2.20435 0.16715 -3.94163 -0.1 0.0 0.0
C 1.75704 0.94858 -2.88252 0.1 0.0 -0.1
C 0.42274 0.89001 -2.49454 0.3 0.1 0.1
S -0.19249 1.87097 -1.15218 0.1 0.1 0.0
C -0.46969 0.07618 -3.18556 -0.4 -0.1 0.1
C -0.01666 -0.72533 -4.21498 0.1 -0.1 -0.1
H 2.95533 -0.27129 -6.33746 0.0 0.0 0.0
H 3.25337 0.20117 -4.21501 0.0 0.0 0.0
H 2.45001 1.59598 -2.35644 -0.1 0.0 0.0
H -1.52734 0.06632 -2.90623 0.3 0.0 -0.1
H -0.69166 -1.38922 -4.73685 0.0 0.0 0.0
```
Forces are in eV/Å.

- Total energy: -73031.827 eV
- ΔE to the lowest compared entry with this formula, charge and spin: 0.203 eV
- HOMO energy: -11.33 eV
- Maximum force: 0.80 eV/A
- Net charge: +1